No. 1
A 6-piece molecular cluster, C39H77Cl5N4O4 overall at a distorted geometry, computed with wB97M-V/def2-TZVPD.

Its electronic energy is -118442.9929 eV. The energy above the lowest of the compared OMol25 structures with the same formula, charge and spin is 0.0 kJ/mol. The calculation puts the lowest unoccupied orbital energy (alpha / beta) at 0.12 / -0.52 eV. The value obtained for the gap between HOMO and LUMO (alpha / beta) is 9.14 / 9.33 eV. Its spin multiplicity is 5.

Last column: Mulliken charge in e.
Atoms and positions in Å:
C  -4.83653  23.98464  34.21055  -1.770
C  -4.02298  22.70065  34.36056  2.162
C  -3.18310  22.55333  33.07483  -1.412
C  -1.95370  23.44379  33.00490  -0.822
C  -1.12151  23.09739  34.27919  -1.368
C  -1.82957  23.35850  35.63430  1.636
N  -3.15232  22.66406  35.58875  0.599
O  -3.84535  22.68514  36.81578  -0.531
C  -0.89512  22.65576  36.61498  -1.948
C  -1.86409  24.82912  36.04660  -1.671
C  -4.93465  21.38985  34.37321  -1.991
H  -5.40525  24.18935  35.11761  0.452
H  -5.61147  23.91207  33.44746  0.412
H  -4.23161  24.88554  34.10780  0.308
H  -2.84436  21.51986  33.00210  0.249
H  -3.85931  22.71364  32.23511  0.578
H  -2.16413  24.51328  33.00590  0.364
H  -1.38784  23.21020  32.10305  0.405
H  -0.19496  23.67018  34.24028  0.520
H  -0.73931  22.07808  34.22410  0.413
H  -1.02803  21.59503  36.40212  0.394
H  0.15445  22.93305  36.51698  0.387
H  -1.19767  22.80039  37.65211  0.472
H  -2.53864  25.33399  35.35509  0.332
H  -2.31569  25.08640  37.00471  0.364
H  -0.87940  25.29189  35.98077  0.377
H  -4.41929  20.56439  34.86426  0.250
H  -5.21578  21.05985  33.37313  0.367
H  -5.83551  21.67133  34.91848  0.437
C  -9.24988  15.98502  34.23319  -1.771
C  -9.93324  17.07486  35.03659  1.818
C  -8.68678  17.89871  35.46898  -0.940
C  -8.98757  19.30653  35.90843  -0.855
C  -9.75946  20.02281  34.81302  -1.319
C  -11.13249  19.34053  34.49498  1.882
N  -10.87428  17.88552  34.21918  0.206
O  -12.16082  17.19643  33.77319  -0.455
C  -12.11222  19.62585  35.61564  -1.840
C  -11.67056  20.06317  33.27955  -1.828
C  -10.60405  16.53532  36.27421  -1.655
H  -9.94581  15.15115  34.14134  0.388
H  -8.52178  15.45686  34.84883  0.366
H  -8.80372  16.26498  33.27890  0.416
H  -8.21866  17.48581  36.36256  0.367
H  -7.90403  17.85134  34.71193  0.251
H  -8.09623  19.87465  36.17460  0.376
H  -9.47084  19.32460  36.88527  0.354
H  -9.17844  19.91116  33.89757  0.381
H  -9.77796  21.07891  35.08211  0.458
H  -13.12042  19.23874  35.46802  0.414
H  -11.76161  19.24136  36.57342  0.345
H  -12.27455  20.69459  35.75544  0.388
H  -11.38656  21.11541  33.29432  0.395
H  -11.36480  19.70737  32.29568  0.398
H  -12.75981  20.06670  33.31981  0.384
H  -9.84629  15.90685  36.74213  0.423
H  -11.39312  15.83087  36.01113  0.446
H  -11.18899  17.23722  36.86857  0.222
C  4.68760  19.37310  40.75796  -1.773
C  4.17017  19.14028  39.33913  1.218
C  4.36969  17.57710  39.16432  -1.057
C  3.64082  17.06282  37.93241  -0.692
C  2.11265  17.41748  37.90728  -1.223
C  1.89921  18.97138  38.05980  1.521
N  2.76898  19.54045  39.18256  0.387
O  2.57173  20.96340  39.35193  -0.511
C  2.24375  19.63921  36.70835  -1.546
C  0.36098  19.15806  38.27999  -1.355
C  5.23966  19.87644  38.43956  -1.414
H  4.63942  20.40066  41.11840  0.396
H  5.70363  19.01696  40.92807  0.376
H  4.11601  18.81505  41.49955  0.440
H  5.42935  17.36260  39.02568  0.403
H  3.96888  17.00321  39.99986  0.406
H  3.82735  15.98914  37.95550  0.412
H  4.17950  17.39766  37.04595  0.296
H  1.65471  16.79556  38.67643  0.368
H  1.56895  17.23066  36.98122  0.440
H  3.22959  19.30618  36.38382  0.377
H  1.59723  19.28867  35.90384  0.336
H  2.05507  20.70862  36.80241  0.267
H  0.13168  20.20716  38.46690  0.310
H  -0.21876  18.85821  37.40701  0.084
H  0.20392  18.57012  39.18428  0.502
H  6.15240  19.28754  38.53004  0.374
H  5.41426  20.86499  38.86429  0.392
H  4.94085  19.98017  37.39647  0.272
C  -4.79402  14.24984  30.32229  -1.531
C  -3.51166  13.38814  30.43725  1.936
C  -2.56516  14.06002  31.42175  -0.899
C  -2.95456  13.83970  32.89246  0.073
C  -3.14372  12.34219  33.12908  -1.822
C  -4.10766  11.62727  32.16476  1.604
N  -3.74171  11.99023  30.75828  0.368
O  -4.49627  11.28228  29.72822  -0.486
C  -3.82488  10.15763  32.41144  -1.824
C  -5.62358  11.74971  32.55242  -1.416
C  -2.68550  13.65971  29.20190  -1.862
H  -5.46997  13.66195  29.70134  0.426
H  -4.70863  15.23664  29.86730  0.362
H  -5.35093  14.28658  31.25856  0.093
H  -1.52924  13.72414  31.37512  0.572
H  -2.63942  15.14642  31.37361  -0.283
H  -3.88916  14.31529  33.18984  -0.231
H  -2.21786  14.38632  33.48119  0.483
H  -3.38689  12.12749  34.16969  0.570
H  -2.15465  11.91466  32.96457  0.459
H  -3.95375  9.91714  33.46675  0.441
H  -4.50989  9.50432  31.87103  0.376
H  -2.82915  9.72562  32.31157  0.406
H  -6.17144  10.93780  32.07415  0.368
H  -5.90780  11.86659  33.59820  0.325
H  -6.04946  12.64319  32.09586  0.315
H  -1.70386  13.19321  29.11908  0.449
H  -2.41969  14.68438  28.94209  0.335
H  -3.19385  13.27978  28.31570  0.436
Cl  -5.33800  16.57004  33.89855  -0.267
C  -4.10424  17.84527  34.17422  -0.346
C  -2.67790  17.25800  34.13107  -0.077
Cl  -1.71623  18.39351  35.04409  -0.080
H  -4.35286  18.32736  35.11968  0.494
H  -4.21831  18.61275  33.40869  0.087
H  -2.29014  17.06018  33.13177  -0.051
H  -2.61467  16.34164  34.71793  0.244
C  -1.76117  19.17943  30.55736  0.256
Cl  -3.02161  17.97536  30.38595  -0.072
Cl  -2.18498  20.83659  30.21158  -0.091
Cl  -0.36197  18.70475  29.44815  -0.159
H  -1.45947  19.14844  31.60432  0.035

---

No. 2
A 2-piece molecular cluster, C2H5N4O overall at a distorted geometry, computed with wB97M-V/def2-TZVPD.

Its electronic energy is -10151.3755 eV. The energy above the lowest of the compared OMol25 structures with the same formula, charge and spin is 468.9 kJ/mol. The calculation puts the lowest unoccupied orbital energy (alpha / beta) at -5.95 / -5.95 eV. The value obtained for the gap between HOMO and LUMO (alpha / beta) is 8.69 / 8.69 eV. Its spin multiplicity is 1. As for the charge: +1.

Last column: natural (NBO) charge in e.
Atoms and positions in Å:
C  -1.48514  -1.03031  0.04136  0.210
C  0.49717  -0.28225  0.08299  0.634
N  -1.56320  0.26767  -0.04581  -0.205
N  -0.31232  0.74392  -0.01077  0.003
N  -0.19253  -1.42625  0.12878  -0.533
N  -0.05982  2.04698  0.02609  -0.588
O  2.45770  -0.17259  0.15276  -0.595
H  -2.33263  -1.68540  0.04346  0.263
H  0.17649  -2.36458  0.21704  0.478
H  0.88967  2.32687  -0.18400  0.426
H  -0.80960  2.62819  -0.33361  0.428
H  2.73420  -1.05226  -0.11829  0.480

---

No. 3
C2H6N4O2 as an isolated structure at a distorted geometry, computed with wB97M-V/def2-TZVPD.

Its electronic energy is -12221.2906 eV. The energy above the lowest of the compared OMol25 structures with the same formula, charge and spin is 517.3 kJ/mol. The calculation puts the lowest unoccupied orbital energy at -0.04 eV. The value obtained for the gap between HOMO and LUMO is 9.18 eV. Its spin multiplicity is 1.

Last column: natural (NBO) charge in e.
Atoms and positions in Å:
C  1.01287  -1.06134  -0.38104  0.254
C  -1.06398  0.67533  -0.07067  0.757
H  2.17390  0.52577  1.44439  0.380
H  3.20346  1.56231  0.29013  0.399
H  0.98741  -2.09674  -0.93357  0.224
H  -2.23217  -1.33474  0.03238  0.512
H  -0.64887  2.63443  -0.28769  0.412
H  0.69614  1.48157  -0.25308  0.429
N  2.13790  0.74605  0.30486  -0.740
N  2.14031  -0.65066  -0.07962  -0.311
N  -0.35537  -0.60118  0.14669  -0.235
N  -0.37193  1.69404  -0.41598  -0.823
O  -1.27860  -1.74211  0.12031  -0.570
O  -2.31258  0.64532  0.22044  -0.688

---

No. 4
One molecule with the formula CH4N2O4S at a distorted geometry, computed with wB97M-V/def2-TZVPD.

Its electronic energy is -23102.6367 eV. The energy above the lowest of the compared OMol25 structures with the same formula, charge and spin is 329.2 kJ/mol. The calculation puts the lowest unoccupied orbital energy at 0.12 eV. The value obtained for the gap between HOMO and LUMO is 11.72 eV. Its spin multiplicity is 1. The SMILES is CS(=O)(=O)N[N+](=O)[O-].

Last column: natural (NBO) charge in e.
Atoms and positions in Å:
C  -0.47517  -1.37504  0.69993  -0.883
N  0.70799  0.66850  -0.70682  -0.743
N  0.88495  1.57448  0.32513  0.646
O  1.62479  2.50352  0.11589  -0.369
O  0.20046  1.41111  1.30400  -0.384
O  -0.49530  -0.95834  -1.96947  -0.922
O  -1.73780  0.67005  -0.54836  -0.885
S  -0.70126  -0.25725  -0.71837  2.292
H  0.19725  -0.94792  1.42600  0.267
H  -1.38820  -1.70448  1.20678  0.265
H  -0.04248  -2.31497  0.51163  0.254
H  1.22478  0.73033  -1.64636  0.462

---

No. 5
A 5-piece molecular cluster, C5H22N2O4 overall at a distorted geometry, computed with wB97M-V/def2-TZVPD.

Its electronic energy is -16709.4380 eV. The energy above the lowest of the compared OMol25 structures with the same formula, charge and spin is 351.5 kJ/mol. The calculation puts the lowest unoccupied orbital energy at 0.67 eV. The value obtained for the gap between HOMO and LUMO is 10.69 eV. Its spin multiplicity is 1. The SMILES is CC[C@H](C)NCN.O.O.O.O.

Last column: natural (NBO) charge in e.
Atoms and positions in Å:
C  -1.53349  0.07476  -2.38521  -0.635
C  -0.61229  0.01404  -1.10397  -0.047
C  -0.70238  -1.35702  -0.41610  -0.444
C  -2.18512  -1.95390  -0.27073  -0.609
N  0.79933  0.26423  -1.63716  -0.665
C  1.25740  1.59691  -1.12771  -0.058
N  2.43822  1.58639  -0.20933  -0.823
H  -2.37626  0.64434  -2.34498  0.215
H  -1.05045  0.41476  -3.29712  0.198
H  -2.01659  -0.89176  -2.52299  0.213
H  -0.95619  0.87452  -0.50396  0.189
H  -0.37565  -1.12936  0.60755  0.216
H  -0.22402  -2.20975  -0.95760  0.227
H  -1.99737  -3.06925  -0.29783  0.214
H  -2.69838  -1.69634  0.58387  0.215
H  -2.89112  -1.58410  -1.11224  0.200
H  0.73423  0.40471  -2.63805  0.371
H  1.29587  2.30199  -1.96919  0.186
H  0.39261  2.15369  -0.50679  0.133
H  3.21314  1.48379  -1.00557  0.346
H  2.39794  0.65009  0.13103  0.354
H  0.27276  1.77786  2.46366  0.480
H  -0.50930  1.88796  1.32052  0.457
O  -0.56245  1.69857  2.27110  -0.938
H  2.07110  0.21727  2.78102  0.483
H  2.73000  1.14453  1.85720  0.482
O  1.97787  1.06712  2.39391  -0.955
H  1.81224  -1.21590  0.08456  0.483
H  1.62599  -2.35199  1.11666  0.478
O  2.15838  -1.62998  0.87424  -0.961
H  -1.43219  -0.57097  1.86432  0.453
H  -1.49928  0.16533  3.15325  0.495
O  -1.55455  -0.76253  2.80365  -0.953